A cluster of 9 separate species, C11H33ClF4O12S in total in a non-equilibrium geometry. Source: the OMol25 dataset; level of theory: the ωB97M-V functional and the def2-TZVPD basis.

LUMO	-1.6	eV
E_HOMO	-9.8	eV
gap between HOMO and LUMO	8.1914	eV

Atoms and positions in Å:
O  0.47859  4.19488  2.33657
C  0.85072  4.33857  1.14220
O  2.17559  4.71505  0.75457
C  3.15749  4.22510  1.68481
Cl  4.77762  5.00372  1.21393
S  3.42123  2.38063  1.63748
O  2.39298  1.61863  0.85575
O  3.36661  1.89345  3.06659
F  4.98694  2.05751  1.08685
C  -0.17250  4.06639  -0.09611
F  -1.26340  3.25546  0.26271
F  -0.61735  5.31115  -0.65893
F  0.63866  3.46822  -1.12230
H  2.93367  4.58189  2.74919
C  2.66278  -2.13624  1.11516
O  3.93225  -1.52547  0.94430
H  2.72209  -3.17360  0.78523
H  2.38152  -2.10762  2.17093
H  1.91792  -1.60767  0.51523
H  3.84969  -0.61106  1.24326
C  2.08005  -0.33858  -2.51341
O  3.00100  -1.13176  -1.77968
H  1.87565  -0.82651  -3.46721
H  1.14878  -0.24193  -1.94920
H  2.51010  0.64971  -2.69729
H  3.16363  -0.67790  -0.94205
C  -0.91527  -3.40350  -2.93186
O  -0.53318  -2.51502  -1.89121
H  -1.96978  -3.24771  -3.15982
H  -0.31827  -3.20138  -3.82529
H  -0.76453  -4.43631  -2.60700
H  0.40315  -2.67438  -1.70996
C  -1.10437  6.72522  3.53125
O  -0.67889  7.68356  2.57334
H  -0.24121  6.14295  3.85395
H  -1.53938  7.23539  4.39432
H  -1.84273  6.05740  3.08032
H  -1.45979  8.18451  2.30426
C  3.17365  -0.97713  5.37730
O  4.38174  -1.17393  4.66013
H  2.90949  -1.90588  5.88409
H  3.31107  -0.18641  6.11941
H  2.37464  -0.70374  4.68313
H  4.59224  -0.33870  4.22180
C  -4.60952  4.02251  -1.07381
O  -4.23850  4.91939  -0.03891
H  -5.66554  4.16687  -1.30359
H  -4.01349  4.22612  -1.96714
H  -4.44847  2.99338  -0.74291
H  -3.30189  4.77029  0.14356
C  -4.59663  -5.26029  -2.85791
O  -4.16718  -4.29632  -3.80921
H  -3.73669  -5.85344  -2.54398
H  -5.02347  -4.75351  -1.98851
H  -5.34324  -5.91722  -3.31230
H  -4.94508  -3.78651  -4.06960
C  -2.57593  -8.47013  -3.46538
O  -2.19151  -7.58240  -2.42605
H  -3.63177  -8.31428  -3.68895
H  -1.98319  -8.26768  -4.36092
H  -2.42343  -9.50315  -3.14286
H  -1.25536  -7.74059  -2.24825

Forces on the atoms, in the same order (eV/Å):
O 1.94 0.56 -5.60
C -1.56 -0.52 4.12
O -1.20 -2.05 1.12
C 1.15 2.87 -0.42
Cl -1.83 -0.71 0.46
S -2.28 -5.95 3.29
O 3.31 2.98 0.51
O 1.31 2.33 -3.87
F -3.12 1.02 0.64
C 0.94 0.53 -2.12
F 3.09 2.37 -1.09
F 0.72 -3.36 1.76
F -2.63 1.09 2.60
H 0.24 -1.23 -1.42
C -0.12 0.19 0.25
O 0.20 0.30 -0.16
H 0.11 0.15 -0.02
H -0.15 -0.12 -0.03
H -0.22 -0.21 0.10
H 0.08 -0.26 0.11
C 0.11 0.09 0.29
O -0.07 0.02 -0.11
H 0.05 0.00 0.11
H -0.14 0.14 -0.23
H -0.18 0.08 -0.15
H 0.24 -0.35 -0.14
C 0.16 0.04 0.07
O 0.21 0.12 0.22
H 0.12 -0.02 0.08
H -0.09 -0.16 -0.13
H -0.11 -0.10 -0.21
H -0.21 0.13 0.01
C -0.22 0.19 -0.05
O 0.04 0.11 -0.20
H -0.07 0.12 -0.08
H -0.03 -0.21 0.11
H -0.01 -0.15 0.22
H 0.27 -0.09 0.00
C 0.14 0.21 -0.18
O 0.15 0.04 -0.11
H 0.11 0.05 -0.09
H -0.24 -0.03 0.09
H -0.18 0.02 0.18
H -0.02 -0.24 0.07
C 0.27 -0.03 0.08
O 0.13 0.16 0.20
H 0.11 0.06 0.10
H -0.13 -0.17 -0.14
H -0.10 -0.09 -0.21
H -0.27 0.09 -0.01
C -0.09 0.09 0.01
O -0.05 0.22 -0.22
H -0.07 0.15 -0.10
H -0.05 -0.20 0.10
H -0.04 -0.12 0.18
H 0.28 -0.09 0.01
C 0.27 -0.03 0.05
O 0.17 0.04 0.15
H 0.11 0.06 0.09
H -0.14 -0.15 -0.13
H -0.11 -0.08 -0.19
H -0.26 0.13 0.03

Charges computed using Mulliken, reported in e: atom 1 (O): -0.47, atom 2 (C): 0.44, atom 3 (O): -0.27, atom 4 (C): -0.04, atom 5 (Cl): -0.11, atom 6 (S): 1.23, atom 7 (O): -0.45, atom 8 (O): -0.58, atom 9 (F): -0.25, atom 10 (C): 0.75, atom 11 (F): -0.18, atom 12 (F): -0.22, atom 13 (F): -0.24, atom 14 (H): 0.44, atom 15 (C): -0.34, atom 16 (O): -0.54, atom 17 (H): 0.27, atom 18 (H): 0.17, atom 19 (H): 0.15, atom 20 (H): 0.22, atom 21 (C): -0.56, atom 22 (O): -0.48, atom 23 (H): 0.26, atom 24 (H): 0.27, atom 25 (H): 0.26, atom 26 (H): 0.29, atom 27 (C): -0.36, atom 28 (O): -0.49, atom 29 (H): 0.10, atom 30 (H): 0.26, atom 31 (H): 0.20, atom 32 (H): 0.27, atom 33 (C): -0.44, atom 34 (O): -0.51, atom 35 (H): 0.14, atom 36 (H): 0.33, atom 37 (H): 0.20, atom 38 (H): 0.30, atom 39 (C): -0.52, atom 40 (O): -0.50, atom 41 (H): 0.25, atom 42 (H): 0.26, atom 43 (H): 0.21, atom 44 (H): 0.29, atom 45 (C): -0.51, atom 46 (O): -0.50, atom 47 (H): 0.25, atom 48 (H): 0.24, atom 49 (H): 0.24, atom 50 (H): 0.25, atom 51 (C): -0.31, atom 52 (O): -0.50, atom 53 (H): -0.01, atom 54 (H): 0.28, atom 55 (H): 0.27, atom 56 (H): 0.28, atom 57 (C): -0.54, atom 58 (O): -0.50, atom 59 (H): 0.21, atom 60 (H): 0.27, atom 61 (H): 0.28, atom 62 (H): 0.29

---

The ion C5H3F3NO4 with charge -1 in a non-equilibrium geometry. Source: the OMol25 dataset; level of theory: the ωB97M-V functional and the def2-TZVPD basis.

net charge	-1
LUMO	3.5	eV
E_HOMO	-4.9	eV
gap between HOMO and LUMO	8.4380	eV
ΔE to the lowest compared entry with this formula, charge and spin	0.0000	eV

Atoms and positions in Å:
C  0.57073  -1.63767  0.00632
C  1.61429  -1.53706  0.82046
C  0.19710  0.33877  -1.61363
C  0.23687  -0.21594  -0.17689
C  -1.97300  0.97876  0.54698
N  1.08340  0.55539  0.59136
O  1.24328  1.03477  -1.81736
O  -0.73932  0.08583  -2.37654
O  2.03182  -0.30958  1.14468
O  -1.27292  -0.04369  0.50636
F  -1.26376  2.12408  0.59926
F  -2.80101  1.17225  -0.50889
F  -2.78081  1.07352  1.64039
H  0.14019  -2.51633  -0.35685
H  2.18872  -2.25464  1.28096
H  1.52444  1.15154  -0.28662

Forces on the atoms, in the same order (eV/Å):
C 0.91 1.91 1.09
C -0.04 0.35 -0.28
C -0.56 0.75 -1.22
C -2.29 0.30 -0.01
C -0.98 2.86 -0.48
N 0.59 1.74 -1.80
O -0.25 -0.03 -0.20
O 0.63 -0.22 0.55
O 0.39 -0.51 0.64
O 1.50 -3.70 0.04
F 0.82 1.13 -0.05
F -0.62 -0.24 -0.39
F -0.37 -0.68 0.47
H -0.71 -0.78 -0.62
H 1.18 -1.75 0.80
H -0.20 -1.14 1.46

Charges computed using Mulliken, reported in e: atom 1 (C): -1.05, atom 2 (C): -0.55, atom 3 (C): 0.50, atom 4 (C): 1.28, atom 5 (C): 0.86, atom 6 (N): -0.34, atom 7 (O): -0.77, atom 8 (O): -0.70, atom 9 (O): -0.34, atom 10 (O): -0.38, atom 11 (F): -0.30, atom 12 (F): -0.30, atom 13 (F): -0.34, atom 14 (H): 0.40, atom 15 (H): 0.57, atom 16 (H): 0.46

---

An isolated molecule of C3H4N2OS in a non-equilibrium geometry. Source: the OMol25 dataset; level of theory: the ωB97M-V functional and the def2-TZVPD basis.

LUMO	0.6	eV
E_HOMO	-8.0	eV
gap between HOMO and LUMO	8.6322	eV
ΔE to the lowest compared entry with this formula, charge and spin	3.5091	eV

Atoms and positions in Å:
C  0.09114  -0.50646  0.22459
C  0.08061  0.21675  1.32295
C  -0.61319  1.79575  0.70572
N  -0.51466  0.18799  -0.87139
N  -0.50755  1.52526  -0.57952
O  0.33091  -0.18190  2.57408
S  -0.97728  3.15509  1.42391
H  0.66496  -1.32823  0.01019
H  -0.04298  -0.01417  -1.72612
H  -0.99802  2.15491  -1.28599
H  -0.13504  -0.93614  2.94151

Forces on the atoms, in the same order (eV/Å):
C -1.21 2.52 -1.00
C -2.42 2.26 -0.59
C 2.47 -3.84 1.95
N 0.71 -2.28 -0.01
N -1.52 1.97 -1.88
O 1.00 1.32 0.70
S -0.57 1.48 1.02
H 0.67 -2.31 -0.33
H 0.45 0.14 -0.68
H 0.82 -1.22 1.49
H -0.41 -0.04 -0.67

Charges computed using Mulliken, reported in e: atom 1 (C): -0.39, atom 2 (C): 0.29, atom 3 (C): 0.10, atom 4 (N): -0.28, atom 5 (N): -0.10, atom 6 (O): -0.52, atom 7 (S): -0.40, atom 8 (H): 0.37, atom 9 (H): 0.28, atom 10 (H): 0.30, atom 11 (H): 0.35

---

Q: Which of these has the lowest E_HOMO?
A: C11H33ClF4O12S